C43H76F5N3O13 | ωB97M-V/def2-TZVPD

Results
Gap between HOMO and LUMO, eV: 9.1723
Total charge: 0
Calculated total energy, eV: -90497.9526

Cartesian coordinates (Å):
F -4.649 3.232 -0.936
F -2.038 3.441 -1.134
F -2.803 5.451 -1.418
F -1.915 4.931 0.507
F -4.807 5.126 0.121
O 1.667 5.040 -4.767
O -2.923 1.547 -5.743
O 6.840 1.885 -2.554
O 9.736 -3.015 0.372
O 5.919 0.791 -0.795
O -0.252 -2.073 2.557
O 8.358 -2.337 -1.189
O 4.083 -2.323 6.255
O -8.623 -2.618 3.420
O 4.546 -3.094 4.253
O -8.159 -3.323 1.395
O -5.915 -1.309 0.269
O 1.972 4.308 -6.813
N -1.284 -0.181 1.671
N -0.497 -3.282 0.028
N -2.624 0.170 -3.959
C 4.246 -2.097 -0.805
C 9.355 -2.124 -0.557
C -1.992 -1.206 -0.412
C 1.278 4.919 -6.054
C -4.046 4.005 0.016
C -0.057 5.486 -6.482
C -3.847 2.398 -3.741
C 6.629 4.120 -0.645
C 6.590 1.804 -1.364
C -0.665 -1.833 0.119
C -2.937 2.173 1.444
C -10.113 -1.997 1.549
C -3.794 -2.314 1.163
C -2.065 -1.761 -5.377
C -4.025 3.233 1.318
C 6.912 2.842 -0.340
C -2.840 0.097 -2.499
C -5.323 -2.087 1.294
C 3.188 -1.119 -0.255
C -9.313 -1.746 4.316
C -1.905 -0.971 -1.939
C 2.091 -2.032 7.630
C 1.012 5.889 -3.826
C -3.217 -2.145 -0.254
C -8.882 -2.677 2.098
C -1.985 0.100 0.419
C -3.283 0.850 0.718
C 2.572 -1.785 4.375
C -3.115 1.352 -4.553
C 5.973 -0.456 -1.543
C 0.655 -1.185 -0.388
C -2.666 4.461 -0.508
C -0.681 -1.453 1.607
C 1.904 -1.894 0.150
C 3.818 -2.432 4.934
C -10.615 -2.350 4.801
C 10.909 -2.027 2.268
C 5.681 -1.597 -0.559
C 3.384 -1.430 7.121
C -0.189 5.216 -3.195
C -3.188 -1.003 -4.676
C 10.134 -0.840 -0.725
C 10.984 -2.946 1.066
H -3.607 -3.339 1.477
H -5.323 -0.606 0.005
H 6.919 -0.579 -2.053
H -3.909 0.290 1.411
H 4.124 -3.064 -0.324
H -0.801 4.691 -6.448
H 0.755 6.847 -4.282
H -8.638 -1.609 5.159
H -3.887 -0.172 -2.318
H -2.864 1.933 2.500
H -4.998 2.748 1.370
H 0.749 -1.214 -1.470
H -3.290 -1.710 1.905
H 10.688 -1.000 1.975
H 2.791 -1.449 3.364
H -1.498 -1.073 -5.994
H -0.400 6.327 -5.883
H -5.849 -3.026 1.375
H 10.107 -0.562 -1.777
H 1.774 -2.524 4.333
H 0.111 4.279 -2.724
H -1.239 -3.736 0.543
H -10.454 -1.145 2.134
H -2.626 1.054 -2.038
H -10.916 -2.729 1.479
H 11.791 -2.675 0.384
H 6.120 4.753 0.069
H 0.709 -0.163 -0.017
H 11.180 -0.909 -0.437
H 11.853 -2.034 2.813
H -2.438 -2.600 -5.958
H -4.014 3.946 2.137
H -10.429 -3.315 5.272
H -5.484 -1.555 2.237
H -0.950 4.974 -3.937
H 3.605 -0.627 0.621
H -0.636 5.862 -2.442
H 6.402 -2.398 -0.668
H -4.320 3.052 -4.463
H -3.121 2.994 -3.194
H -0.909 -0.690 -2.269
H -11.095 -1.692 5.526
H 5.177 -0.405 -2.280
H 2.230 -0.917 4.933
H -1.948 2.501 1.141
H 9.650 -0.058 -0.141
H 6.901 4.477 -1.629
H 1.604 -1.355 8.333
H 5.687 -1.158 0.436
H 1.974 -2.873 -0.301
H 1.397 -2.241 6.816
H 0.039 5.837 -7.506
H 10.113 -2.350 2.938
H -0.526 -3.563 -0.945
H -3.599 -1.686 -3.934
H -11.310 -2.521 3.979
H -1.397 0.811 -0.171
H -3.958 -0.714 -5.381
H 4.053 -2.191 -1.873
H 7.348 2.507 0.592
H 11.184 -3.964 1.396
H 1.897 -1.941 1.232
H -2.125 -1.930 -2.402
H 2.291 -2.978 8.134
H 1.758 6.099 -3.061
H -1.869 -0.198 2.498
H 3.229 -0.464 6.636
H -1.376 -2.140 -4.627
H -3.867 1.045 -0.176
H -9.879 -1.631 0.553
H -3.958 -1.858 -0.991
H -9.455 -0.762 3.866
H -2.853 -3.120 -0.561
H -4.625 1.998 -3.099
H 4.060 -1.253 7.956
H 2.965 -0.360 -1.005

Forces on atoms 1 to 2 (eV/Å):
F 0.3356 0.1913 -0.1960
F 0.0143 0.4248 0.6321

C43H76O11Si | ωB97M-V/def2-TZVPD

Results
Gap between HOMO and LUMO, eV: 9.6582
Total charge: 0
Calculated total energy, eV: -76223.2624

Cartesian coordinates (Å):
Si 4.566 2.383 0.879
O 6.809 2.074 -0.664
O -7.435 -2.500 -4.001
O 1.970 -4.819 0.758
O -0.591 -2.933 -3.764
O -0.597 2.592 2.234
O 7.971 -1.548 -2.984
O -2.054 -2.824 -2.072
O 3.463 -3.478 -0.229
O 7.046 -3.534 -2.560
O 0.846 4.233 1.751
O -8.062 -1.053 -2.409
C 6.075 -0.300 -3.602
C 3.172 -4.560 0.189
C -0.133 -0.448 -0.058
C 1.110 -4.239 -2.789
C 4.029 -5.809 0.204
C -6.343 1.909 2.676
C -6.377 -2.741 -1.916
C 1.104 -0.854 2.969
C -2.508 0.349 0.290
C 6.001 4.750 3.426
C -5.563 -3.488 -2.970
C 0.554 -3.732 -4.114
C 1.786 0.493 2.720
C -3.817 -0.268 -0.228
C 3.899 1.858 2.555
C -6.328 5.271 -0.240
C 6.130 1.399 0.407
C 7.524 -0.190 -3.154
C -6.474 3.226 1.869
C -0.156 -4.349 -1.941
C -6.582 -3.655 -4.089
C 0.774 5.633 1.431
C 3.319 0.411 2.610
C 5.626 -1.575 -2.893
C -4.860 -0.441 0.918
C 5.598 4.536 2.316
C 3.007 -6.912 0.471
C -0.613 5.837 0.834
C -0.404 3.721 1.896
C 5.115 4.214 0.978
C -5.110 3.892 1.606
C -6.926 0.717 1.899
C -5.003 4.749 0.308
C -1.436 -0.712 0.696
C 6.916 -2.367 -2.788
C 1.104 -1.848 1.795
C 1.942 -6.167 1.262
C -6.122 0.394 0.631
C -7.382 -1.975 -2.753
C 8.026 2.681 -0.259
C 1.127 -1.238 0.393
C -1.057 -3.289 -2.545
C -1.433 4.788 1.583
H 2.013 -2.448 1.887
H -1.815 -1.696 0.420
H 3.137 2.573 2.871
H 4.552 -5.921 -0.740
H 1.984 -0.573 0.281
H -4.313 3.149 1.581
H -2.085 0.959 -0.511
H 4.881 -2.136 -3.451
H -1.829 5.168 2.527
H -6.131 -3.679 -5.079
H -5.161 -1.484 1.036
H -4.357 5.603 0.524
H 3.560 -0.159 1.707
H -5.294 1.683 2.869
H -4.902 4.552 2.452
H -6.917 -3.424 -1.258
H -5.775 -2.057 -1.326
H -4.737 -2.861 -3.307
H 0.087 0.621 -0.069
H -7.201 -4.546 -3.961
H -6.988 2.986 0.942
H 7.621 0.334 -2.201
H 1.648 -1.331 3.792
H 8.879 2.025 -0.459
H 2.161 -6.137 2.331
H 1.578 5.872 0.737
H 6.370 4.924 4.406
H 6.772 1.263 1.281
H 1.307 -2.054 -0.308
H 1.257 -3.111 -4.664
H 0.283 -2.564 1.861
H -4.249 0.435 -0.946
H -7.088 3.938 2.419
H 1.777 -3.494 -2.352
H 5.912 4.412 0.260
H -7.963 0.922 1.619
H 4.720 1.936 3.269
H 0.097 -0.673 3.349
H -6.941 5.706 0.552
H 2.588 -7.262 -0.474
H 8.152 3.591 -0.847
H -6.754 -0.194 -0.040
H 1.665 -5.171 -2.888
H 3.534 2.210 -0.171
H 5.488 0.583 -3.355
H -0.327 -0.730 -1.098
H -0.596 5.599 -0.230
H -5.875 1.310 0.092
H 5.839 0.391 0.093
H 4.754 -5.715 1.014
H -6.950 -0.176 2.531
H -3.634 -1.189 -0.781
H -4.404 -0.119 1.855
H -2.242 4.371 0.991
H -4.512 4.144 -0.457
H 0.016 -4.151 -0.886
H 0.920 6.204 2.350
H 1.584 1.112 3.598
H -1.309 -0.657 1.775
H 5.258 -1.385 -1.885
H 8.018 2.951 0.798
H -6.916 4.474 -0.693
H -6.184 6.034 -1.005
H 3.407 -7.774 1.000
H 3.741 -0.107 3.471
H 0.942 -6.570 1.118
H 4.268 4.847 0.705
H -5.144 -4.431 -2.624
H -2.703 1.001 1.141
H 8.162 0.296 -3.890
H 1.378 1.008 1.854
H -0.648 -5.317 -2.059
H 0.217 -4.544 -4.762
H 6.031 -0.446 -4.683
H -6.876 1.979 3.625
H -0.980 6.855 0.946

Forces on atoms 1 to 2 (eV/Å):
Si 0.2112 0.1027 0.5111
O 0.0828 -0.1163 0.3067

C43H81N7O20 | ωB97M-V/def2-TZVPD

Results
Gap between HOMO and LUMO, eV: 7.0771
Relative energy (zero: lowest compared OMol25 entry of this formula, charge and spin), kcal per mole: 118.7
Total charge: 0
Calculated total energy, eV: -97270.1824

Cartesian coordinates (Å):
O -26.128 -15.907 -1.328
O -37.350 -21.721 7.676
O -35.991 -19.058 -2.755
O -20.024 -12.537 6.935
O -36.731 -9.148 10.784
O -29.984 -10.097 4.112
O -22.827 -18.886 12.524
O -23.485 -16.642 -2.169
O -30.958 -19.159 5.228
O -45.020 -15.472 3.652
O -27.266 -15.246 -5.898
O -24.695 -15.566 -6.585
O -33.010 -12.771 9.077
O -32.338 -10.146 9.505
O -43.809 -13.122 4.433
O -33.199 -19.130 15.140
O -40.955 -17.820 4.087
O -29.459 -17.986 6.166
O -39.679 -15.410 4.687
O -37.465 -11.893 10.479
N -19.948 -18.926 11.569
N -33.357 -21.522 13.754
N -29.999 -7.313 4.386
N -39.015 -23.875 6.941
N -30.373 -18.086 5.356
N -22.156 -15.011 4.985
N -34.151 -21.869 -4.323
C -34.501 -20.933 -3.259
C -34.566 -9.664 9.983
C -32.236 -20.658 13.427
C -20.449 -19.597 12.837
C -33.810 -17.780 15.262
C -33.223 -19.987 -3.149
C -23.822 -17.889 12.732
C -25.040 -15.771 -5.303
C -19.701 -11.391 6.170
C -31.733 -20.866 11.917
C -22.865 -13.322 6.355
C -42.963 -16.638 3.842
C -41.674 -16.673 4.109
C -20.312 -13.656 6.120
C -25.820 -16.028 -2.649
C -31.074 -10.304 3.228
C -26.779 -15.729 -3.575
C -27.934 -7.138 3.058
C -35.797 -20.172 -3.652
C -30.815 -16.948 4.463
C -37.951 -21.162 8.775
C -19.200 -19.690 13.702
C -21.704 -13.649 5.380
C -41.788 -14.353 4.563
C -36.860 -23.080 7.690
C -35.820 -10.073 10.292
C -43.090 -14.309 4.318
C -36.292 -19.392 -1.360
C -36.307 -11.508 10.293
C -24.354 -16.243 -2.943
C -32.515 -19.156 13.907
C -33.923 -11.952 9.567
C -43.835 -15.449 3.893
C -24.063 -16.068 -4.415
C -29.225 -7.931 3.300
C -40.887 -15.470 4.472
C -28.862 -9.373 3.681
C -21.676 -18.687 13.398
C -35.185 -12.333 9.796
C -26.490 -15.618 -5.040
C -37.332 -25.559 7.611
C -33.481 -10.517 9.617
C -37.903 -24.148 7.835
H -18.627 -18.787 13.910
H -38.276 -24.213 8.858
H -33.602 -21.379 -5.014
H -35.595 -19.975 -0.758
H -37.291 -21.231 9.639
H -31.793 -21.890 11.546
H -24.508 -17.960 11.888
H -30.501 -8.114 4.742
H -22.682 -12.298 6.683
H -28.177 -9.385 4.528
H -29.284 -7.222 5.094
H -38.342 -20.152 8.648
H -37.256 -19.899 -1.342
H -34.928 -22.280 -4.821
H -33.622 -21.303 14.704
H -20.347 -14.550 6.742
H -30.684 -20.569 11.889
H -21.386 -17.639 13.312
H -31.575 -18.625 13.755
H -21.537 -12.955 4.556
H -28.161 -6.136 2.693
H -23.572 -16.829 12.778
H -34.209 -17.737 16.275
H -38.824 -21.686 9.164
H -34.631 -21.501 -2.337
H -19.364 -19.978 14.740
H -33.078 -16.984 15.123
H -20.811 -20.621 12.748
H -18.773 -11.324 5.602
H -22.952 -13.979 7.221
H -33.260 -18.715 13.244
H -23.085 -16.041 -4.874
H -31.875 -16.715 4.563
H -35.793 -19.718 -4.643
H -33.979 -21.078 13.094
H -25.322 -15.938 -0.808
H -24.329 -18.165 13.658
H -36.147 -23.192 8.508
H -40.211 -17.718 4.685
H -27.397 -7.733 2.319
H -30.158 -16.178 4.867
H -32.365 -20.628 -2.949
H -28.586 -9.942 2.793
H -34.437 -8.597 9.874
H -36.949 -26.064 8.498
H -30.591 -17.292 3.453
H -36.210 -23.184 6.821
H -41.339 -13.499 5.048
H -39.019 -24.454 6.114
H -33.269 -19.254 -2.344
H -23.842 -13.339 5.872
H -36.399 -8.311 10.451
H -30.672 -11.028 2.519
H -31.415 -9.360 2.804
H -36.617 -20.889 -3.628
H -19.565 -14.000 5.404
H -44.730 -13.271 4.207
H -32.399 -20.248 11.315
H -33.204 -19.477 -4.112
H -20.740 -18.804 10.955
H -25.423 -15.061 -6.954
H -34.650 -17.554 14.607
H -35.447 -13.357 9.573
H -31.995 -10.630 3.711
H -38.171 -26.171 7.281
H -21.792 -18.836 14.472
H -20.612 -11.077 5.659
H -21.553 -15.271 4.217
H -36.516 -18.501 -0.773
H -38.995 -22.910 6.643
H -36.560 -25.631 6.845
H -27.341 -6.951 3.954
H -21.934 -15.725 5.663
H -18.515 -20.464 13.354
H -27.812 -15.528 -3.332
H -31.387 -20.917 14.059
H -43.412 -17.570 3.531
H -32.215 -12.320 8.783
H -19.615 -10.477 6.759
H -29.744 -7.846 2.345
H -19.616 -18.009 11.833

Forces on atoms 1 to 2 (eV/Å):
O -0.2914 -0.3141 -0.9426
O 0.2806 -0.5160 -2.0998